# 1
C32H37ClN2RuSi2 | ωB97M-V/def2-TZVPD

```
75
Properties=species:S:1:pos:R:3:forces:R:3:lowdin_spin:R:1
C -2.851478 -0.870882 3.398854 -0.541 -0.571 -0.357 0.2354
C -3.565437 -0.315770 2.275030 -0.278 -1.221 -0.027 0.1510
C -3.492781 -1.293711 1.197168 -1.447 -0.606 1.139 0.0619
H -4.151530 0.605257 2.286074 0.182 -0.385 -0.106 0.0126
C -2.623563 -2.366403 1.651488 -0.905 -0.145 0.391 0.1389
C -2.297189 -2.116385 3.025075 -0.143 0.644 -0.510 0.1679
H -1.736304 -2.774286 3.686124 -0.061 0.214 -0.278 0.0057
H -2.796499 -0.438036 4.392003 -0.026 -0.024 -0.232 0.0094
H -4.121666 -1.316948 0.310765 0.187 0.023 0.303 0.0038
H -2.402865 -3.287879 1.105264 -0.147 0.491 0.154 0.0059
Ru -1.618091 -0.350471 1.075474 0.297 2.067 3.233 2.7141
Si -0.510942 -0.727434 -0.823942 2.777 -0.418 -5.155 0.2046
C -0.404525 0.787005 -1.966240 -0.751 0.035 0.906 0.0734
C 0.611932 0.985423 -2.899547 0.149 0.342 -0.365 0.0136
H 1.531078 0.389597 -2.872666 -0.395 0.112 -0.033 0.0038
C 0.472321 1.975671 -3.875367 -0.140 -0.043 0.155 0.0053
H 1.274279 2.156860 -4.593949 -0.232 -0.117 0.200 0.0005
C -0.692403 2.751101 -3.925980 0.005 -0.201 0.081 0.0004
H -0.804465 3.524118 -4.694568 0.010 -0.358 0.322 0.0001
C -1.699041 2.542316 -2.983115 -0.264 0.267 -0.118 0.0032
H -2.614600 3.137365 -3.022813 0.304 -0.104 -0.002 0.0005
C -1.552680 1.576638 -1.986741 0.324 0.419 -0.627 0.0198
H -2.330209 1.437316 -1.229773 0.079 0.095 -0.316 0.0115
C -0.500071 -1.934182 -2.326323 -0.387 -0.313 0.694 0.0179
C -1.743646 -2.209910 -2.912676 0.193 -0.078 -0.479 0.0054
H -2.671335 -1.891547 -2.420748 0.294 -0.138 -0.228 0.0029
C -1.818720 -2.836686 -4.168862 0.040 -0.026 0.089 0.0000
H -2.788300 -2.993667 -4.635187 0.107 -0.002 0.146 0.0000
C -0.665919 -3.258726 -4.837895 0.199 0.305 0.566 0.0004
H -0.712134 -3.748549 -5.817331 -0.067 0.221 0.484 0.0000
C 0.572842 -3.023137 -4.224832 -0.019 0.182 0.155 0.0003
H 1.493065 -3.341423 -4.718148 -0.259 0.093 0.130 0.0001
C 0.657877 -2.353292 -2.994400 0.066 -0.151 -0.218 0.0039
H 1.643332 -2.148826 -2.556912 -0.489 -0.154 -0.322 0.0024
H -2.176974 -0.801604 -0.479177 0.641 0.289 -0.284 0.0395
Si 3.045077 1.346932 -0.129269 -1.132 -0.187 0.031 0.0335
C 2.366393 -0.399781 -0.153554 1.077 0.276 -0.012 0.2125
C 1.069919 -0.747547 0.432164 -1.397 0.323 -0.526 0.1694
H 0.705000 -0.085261 1.259528 0.772 -0.655 -0.290 0.0363
C 0.777462 -2.162512 0.567174 0.713 -1.953 0.542 0.2231
H -0.111559 -2.432691 1.151367 0.354 -0.187 -0.490 0.0153
C 1.604406 -3.140538 0.021691 -1.359 0.348 0.872 0.0067
H 1.252304 -4.175897 -0.033289 0.258 0.357 0.267 -0.0040
C 2.862468 -2.785973 -0.452088 0.877 -0.362 -0.563 0.2473
H 3.562745 -3.568969 -0.768798 -0.339 0.443 0.052 0.0135
C 3.228875 -1.430562 -0.527437 -0.227 0.674 0.029 0.0057
H 4.222455 -1.182849 -0.925434 -0.396 -0.043 0.246 -0.0038
C 1.824988 2.741504 -0.369028 0.145 0.241 0.234 0.0005
C 0.778195 2.902716 0.536797 -0.446 0.397 -0.228 0.0025
H 0.724586 2.223833 1.381380 0.101 0.226 -0.190 0.0007
C -0.202310 3.886837 0.353295 0.300 -0.184 -0.152 0.0011
H -1.044444 3.964426 1.053100 0.310 0.110 -0.291 0.0000
C -0.118669 4.736451 -0.757920 0.044 -0.182 -0.015 0.0009
H -0.928447 5.448343 -0.958713 0.453 -0.216 0.131 0.0000
C 0.970384 4.636949 -1.638369 -0.182 -0.175 0.381 0.0005
H 1.020596 5.295182 -2.511806 0.071 -0.231 0.401 0.0000
C 1.950104 3.659287 -1.422553 -0.329 0.014 -0.047 0.0008
H 2.795068 3.579245 -2.109375 -0.258 0.016 0.123 0.0000
H 3.991276 1.428051 -1.150486 1.203 0.051 -1.374 0.0007
Cl 4.105968 1.695974 1.573272 0.122 -0.001 0.801 0.0127
N 1.117170 -1.739492 3.242638 0.422 -0.247 -0.113 0.0102
C 1.136090 -1.120812 4.566721 0.427 -0.566 0.167 0.0015
C 0.280316 0.128356 4.705621 0.039 0.333 0.115 0.0024
C 0.375475 1.167070 3.577311 -0.004 0.259 0.136 0.0105
N -0.836212 1.145456 2.684945 -0.474 0.105 0.138 0.0656
H 2.063286 -2.028040 2.932149 -0.947 0.274 0.327 0.0009
H 0.542950 -2.579325 3.256800 0.309 0.186 -0.071 0.0012
H 0.781967 -1.855562 5.304142 0.258 0.295 0.144 0.0001
H 2.177214 -0.876013 4.817019 -0.271 -0.012 0.012 0.0001
H -0.767064 -0.154815 4.879471 0.264 0.172 -0.077 0.0009
H 0.626324 0.625885 5.620152 -0.243 -0.105 -0.047 0.0003
H 0.419926 2.172906 4.031469 0.026 -0.355 -0.239 0.0025
H 1.294689 1.049650 2.984348 -0.324 -0.137 0.132 0.0009
H -1.642128 1.111211 3.312103 0.289 0.037 -0.088 0.0038
H -0.936217 2.051495 2.227302 0.193 -0.081 0.039 0.0067
```
Forces are in eV/Å.

As for the charge: +1. Its expectation value of S² is 8.804. The energy above the lowest of the compared OMol25 structures with the same formula, charge and spin comes out at 24.6 kcal/mol. As for the spin multiplicity: 6. Its HOMO energy (alpha / beta) is -0.3238 / -0.4043 Eh.

***

# 2
C32H37N8O4PRu | ωB97M-V/def2-TZVPD

```
83
Properties=species:S:1:pos:R:3:forces:R:3:lowdin_spin:R:1
Ru -0.116938 -0.360960 0.468585 -0.854 -0.090 0.641 3.7587
N -1.684388 -2.112282 1.356813 0.055 0.151 -0.226 0.1070
C -2.563837 -1.791009 2.433235 0.207 -0.113 -0.105 0.0029
C -2.565385 -2.596872 3.560273 0.009 -0.082 0.091 0.0077
C -3.374249 -2.289680 4.641709 0.001 -0.020 -0.001 -0.0005
C -4.194017 -1.172883 4.589931 0.016 0.004 -0.045 0.0069
C -4.180136 -0.369717 3.461274 -0.056 0.052 0.041 -0.0005
C -3.363444 -0.654150 2.368225 -0.089 0.199 -0.159 0.0115
C -3.305108 0.301207 1.224205 -0.015 -0.024 0.217 0.0502
C -4.450571 0.994737 0.820977 -0.078 0.020 0.021 0.0136
C -4.390658 2.003938 -0.132448 -0.008 -0.032 0.037 0.0073
C -3.174045 2.367698 -0.691476 0.046 -0.028 0.065 0.0190
C -2.030866 1.662998 -0.321872 -0.289 0.154 0.033 0.0816
C -2.104325 0.627884 0.601313 0.473 -0.052 -0.420 0.3138
H -1.168684 -2.966929 1.518658 -0.021 -0.039 0.038 0.0019
H -2.148170 -2.178990 0.457386 -0.187 -0.119 0.066 0.0016
H -1.929894 -3.476812 3.586999 -0.034 0.041 0.008 0.0003
H -3.363361 -2.922418 5.518794 -0.001 0.000 -0.001 -0.0001
H -4.826698 -0.917163 5.429332 0.016 -0.001 -0.021 0.0004
H -4.785419 0.528005 3.442492 0.011 -0.016 0.001 -0.0002
H -5.405440 0.740150 1.267018 0.019 0.014 -0.028 0.0023
H -5.296260 2.521441 -0.423730 0.018 -0.025 0.018 0.0009
H -3.114681 3.177726 -1.407925 -0.004 -0.013 0.011 0.0016
H -1.086505 1.945201 -0.786303 -0.025 -0.040 0.010 0.0177
N -3.829203 -0.886940 -6.213827 0.027 0.053 0.024 0.0002
C -2.538814 -0.625335 -5.909444 0.027 -0.032 0.086 0.0001
O -1.708915 -0.294203 -6.727988 -0.031 0.012 -0.026 0.0000
C -2.130869 -0.761925 -4.453610 -0.147 -0.009 -0.191 0.0009
C -0.771121 -0.818874 -4.193816 0.134 -0.008 0.003 0.0018
C -0.350258 -0.914806 -2.884349 0.067 -0.049 0.011 0.0110
N -1.188412 -0.924872 -1.839598 0.150 0.018 -0.045 0.0798
C -2.495241 -0.864812 -2.094976 -0.043 0.092 -0.073 0.0063
C -3.006809 -0.800341 -3.381752 -0.074 0.027 0.081 0.0022
H -4.109562 -0.802355 -7.176601 0.001 -0.008 -0.009 0.0000
H -4.496947 -1.224219 -5.546708 0.018 -0.028 0.005 0.0000
H -0.069200 -0.784693 -5.016442 -0.014 0.004 0.032 0.0003
H 0.706055 -1.007289 -2.653830 0.011 0.071 0.015 0.0024
H -3.164864 -0.819357 -1.243704 0.030 -0.035 0.021 0.0008
H -4.079436 -0.732126 -3.504167 0.008 -0.011 -0.015 0.0003
N 0.073349 0.062306 2.637346 0.487 -0.103 -0.040 0.1154
C 0.847627 0.543063 3.378046 -0.386 -0.002 -0.072 0.0453
C 1.780531 1.094526 4.210809 0.274 0.241 0.088 0.0349
C 3.113646 0.610498 4.053566 -0.236 -0.024 0.116 0.0051
N 4.157619 0.155006 3.868975 -0.069 0.042 -0.073 0.0155
C 1.471630 2.271043 4.958372 0.150 -0.290 -0.089 0.0047
N 1.230211 3.236037 5.539666 -0.029 -0.034 -0.062 0.0152
C 2.061014 2.099545 -3.569276 -0.005 -0.014 -0.100 0.0004
C 1.313278 2.260514 -2.272236 0.131 -0.009 0.019 0.0034
O 2.222754 2.050341 -1.166566 -0.046 0.145 -0.273 0.0240
P 1.980342 1.048132 0.041005 -0.209 -0.178 0.043 0.0721
O 3.162283 0.013438 0.060304 0.331 0.089 -0.035 0.0163
C 4.576490 0.412577 0.171463 -0.150 -0.060 0.001 0.0038
C 5.306790 -0.054129 -1.059388 0.036 -0.014 -0.052 0.0006
O 2.288190 1.956492 1.291529 0.102 0.207 0.150 0.0141
C 1.551645 3.193295 1.528941 0.032 -0.044 -0.015 0.0008
C 2.537120 4.316903 1.700519 0.040 0.060 0.034 0.0004
H 1.408798 2.358725 -4.405267 0.021 -0.026 0.013 0.0000
H 2.402755 1.071219 -3.701698 0.006 0.027 0.012 0.0001
H 2.926975 2.760425 -3.592350 -0.013 -0.010 -0.008 0.0002
H 0.484188 1.556586 -2.204317 -0.055 -0.109 0.020 0.0025
H 0.906287 3.265860 -2.168066 0.051 0.050 0.041 0.0002
H 4.936594 -0.056414 1.083616 0.021 0.003 0.049 0.0003
H 4.634410 1.491486 0.301309 -0.024 0.025 -0.005 0.0002
H 5.199938 -1.132043 -1.192741 0.001 0.037 0.014 0.0000
H 6.368743 0.172814 -0.955567 -0.013 -0.005 -0.017 0.0002
H 4.933477 0.449110 -1.953265 0.012 -0.020 0.048 0.0000
H 0.961670 3.036867 2.429173 -0.026 0.002 -0.001 -0.0001
H 0.867151 3.384752 0.698318 0.020 -0.043 -0.047 0.0005
H 3.185194 4.122552 2.555339 0.001 0.004 -0.032 0.0001
H 1.999834 5.248112 1.886118 0.017 -0.021 0.005 0.0001
H 3.148831 4.436448 0.805430 -0.016 0.004 0.021 0.0001
C 2.536319 -2.370342 2.029315 0.003 -0.006 -0.013 0.0025
C 1.986281 -2.863107 0.741375 -0.135 0.018 -0.138 0.0112
N 0.901303 -2.441402 0.098014 0.262 -0.032 -0.132 0.0808
C 0.765335 -3.261464 -1.021117 -0.088 0.101 0.262 0.0076
C 1.772953 -4.160869 -1.049105 0.063 -0.052 0.101 0.0025
N 2.530560 -3.892898 0.069221 0.090 -0.129 -0.064 0.0040
H 1.987638 -1.500217 2.362869 -0.042 0.068 0.029 0.0015
H 3.584477 -2.089183 1.943125 0.024 -0.003 -0.031 0.0000
H 2.450436 -3.136886 2.801317 0.002 -0.011 -0.013 0.0002
H -0.061112 -3.170343 -1.699498 -0.004 0.035 -0.005 0.0000
H 2.004649 -4.959081 -1.733014 0.004 0.046 0.035 0.0005
H 3.358473 -4.389268 0.355734 -0.012 -0.005 0.007 0.0006
```
Forces are in eV/Å.

As for the charge: +1. Its expectation value of S² is 8.761. As for the spin multiplicity: 6. Its HOMO energy (alpha / beta) is -0.3776 / -0.3846 Eh.

***

# 3
C32H38AuN6S | ωB97M-V/def2-TZVPD

```
78
Properties=species:S:1:pos:R:3:forces:R:3:lowdin_charge:R:1
Au 1.087496 0.363978 -1.014790 -0.195 0.640 -0.008 0.6379
C 2.408727 3.818421 -1.449963 -0.011 0.010 -0.002 -0.0231
C 2.986859 3.191439 -0.212014 0.050 -0.007 0.040 -0.2283
C 4.301945 3.431218 0.175403 -0.026 0.012 -0.038 -0.0149
C 4.822481 2.866648 1.328513 0.013 -0.013 0.030 -0.0366
C 4.040254 2.039240 2.120547 -0.012 -0.008 -0.014 -0.0185
C 2.722653 1.764566 1.775144 0.039 0.052 -0.032 -0.2243
C 1.852854 0.879656 2.624908 -0.013 -0.032 0.004 -0.0320
C 2.230802 2.362291 0.614604 0.023 -0.034 0.080 -0.2665
N 0.862043 2.046229 0.236910 0.122 0.005 -0.089 -0.0092
C -0.071537 2.859113 0.536943 0.056 -0.050 -0.002 -0.2258
C 0.128076 4.154677 1.253222 0.051 -0.028 0.055 0.0274
C -1.488474 2.487761 0.183621 -0.061 -0.077 -0.016 -0.1711
C -2.551331 3.537156 0.254269 0.045 -0.002 -0.050 0.0366
N -1.766461 1.288088 -0.115955 0.129 0.051 0.216 0.1919
C -2.780918 0.546311 -0.457120 -0.192 0.019 -0.158 -0.1378
C -3.199572 0.490186 -1.814915 -0.062 -0.087 0.014 -0.1712
C -2.400739 1.172575 -2.888565 0.016 0.004 -0.005 -0.0006
C -4.422561 -0.074160 -2.047024 0.065 0.018 -0.111 0.0925
C -5.270999 -0.619470 -1.017439 0.033 -0.029 0.103 0.0089
C -4.816980 -0.737516 0.231318 -0.068 -0.015 -0.022 0.0056
C -3.421350 -0.315162 0.626587 -0.046 -0.012 0.021 -0.3000
C -3.460922 0.460272 1.967049 -0.020 -0.004 0.016 0.0412
H 3.194755 4.269571 -2.051015 -0.003 0.001 -0.002 0.0936
H 1.699465 4.613386 -1.203940 -0.004 -0.003 -0.004 0.0853
H 1.886157 3.087723 -2.072716 0.006 -0.005 -0.003 0.0618
H 4.919141 4.077619 -0.435667 -0.002 -0.001 -0.001 0.1265
H 5.844091 3.075957 1.615281 0.001 0.001 -0.001 0.1219
H 4.452111 1.605150 3.022753 0.001 0.000 0.002 0.1241
H 2.435645 0.419550 3.419832 0.004 0.005 0.003 0.0897
H 1.397231 0.079031 2.031844 -0.003 0.000 0.005 0.0507
H 1.044348 1.441955 3.100024 -0.001 0.006 -0.005 0.0838
H 1.181462 4.329066 1.450194 -0.009 0.015 0.011 0.1031
H -0.407310 4.152818 2.205537 -0.023 -0.001 -0.006 0.1142
H -0.261737 4.984642 0.661615 -0.008 -0.003 -0.003 0.1097
H -2.594717 3.963587 1.258056 -0.011 0.004 -0.001 0.1134
H -3.526181 3.139454 -0.016784 0.004 -0.003 -0.010 0.1005
H -2.298824 4.356462 -0.423361 0.008 0.007 0.004 0.1207
H -1.330787 1.110454 -2.683307 0.001 -0.009 -0.015 0.0539
H -2.670107 2.227763 -2.971590 0.017 0.006 0.018 0.1063
H -2.590544 0.709228 -3.854616 -0.024 0.013 -0.002 0.1045
H -4.808523 -0.052710 -3.061226 -0.001 -0.003 0.004 0.1509
H -6.275429 -0.925756 -1.276373 -0.003 -0.003 0.006 0.1404
H -5.434638 -1.153846 1.016133 0.002 0.000 0.004 0.1422
H -3.968761 -0.120850 2.732722 -0.006 0.002 -0.003 0.1030
H -4.028885 1.380143 1.830457 0.007 0.004 -0.002 0.1119
H -2.459093 0.698318 2.320935 0.002 -0.009 0.006 0.1034
C 4.869519 -0.980466 -3.093535 -0.005 -0.025 0.025 0.0185
N 4.271412 -1.799396 -2.033398 -0.020 0.034 0.007 -0.0896
C 5.004530 -2.569850 -1.150032 -0.002 -0.002 0.004 0.0134
C 4.135465 -3.149903 -0.303391 0.074 -0.034 0.006 0.0095
N 2.869617 -2.717710 -0.673214 0.044 -0.012 -0.049 0.0077
C 2.970667 -1.882931 -1.742050 -0.042 0.217 -0.209 -0.6375
S 1.686278 -1.112815 -2.645959 0.236 -0.402 0.033 0.5889
C 1.652686 -3.241416 -0.173219 0.026 -0.161 0.039 -0.2479
C 1.507647 -4.611935 0.008826 0.034 0.041 0.013 0.0632
C 0.264124 -5.070533 0.392943 -0.004 -0.097 0.011 0.0210
C -0.794159 -4.179841 0.537701 0.049 0.104 0.025 0.0394
C -0.506787 -2.840354 0.346562 -0.036 -0.263 0.008 -0.2276
N 0.687551 -2.376340 0.036293 -0.071 0.042 -0.027 0.1550
H 5.712717 -1.524797 -3.509015 0.004 0.008 -0.005 0.1112
H 5.206627 -0.034990 -2.673296 0.000 0.004 -0.006 0.1099
H 4.130967 -0.802172 -3.866980 0.000 0.002 -0.003 0.0721
H 6.077454 -2.630498 -1.204875 0.001 -0.003 0.004 0.1496
H 4.299049 -3.808958 0.530889 -0.011 0.001 0.000 0.1448
H 2.324806 -5.292259 -0.186270 -0.006 -0.005 0.001 0.1395
H 0.093188 -6.129687 0.530519 0.007 -0.001 0.001 0.1405
H -1.777403 -4.556392 0.751606 -0.016 0.004 0.018 0.0965
H -1.101334 -0.958475 -0.187035 0.289 -0.238 0.064 0.1076
C -4.101260 -3.728043 0.929732 0.013 -0.001 -0.008 -0.0358
C -3.261698 -2.689224 1.709666 0.036 -0.012 0.006 -0.1352
C -2.646802 -1.630990 0.856676 0.136 -0.065 -0.047 -0.0724
N -1.469044 -1.765946 0.331504 -0.605 0.398 0.052 0.2356
H -4.309868 -4.564196 1.595074 0.012 -0.009 -0.011 0.1077
H -3.588422 -4.105007 0.046357 -0.017 0.011 -0.012 0.0835
H -5.053103 -3.322035 0.602229 -0.014 0.021 0.015 0.0762
H -2.455724 -3.190243 2.247212 0.005 0.004 0.031 0.1300
H -3.889942 -2.214836 2.462426 -0.011 0.001 -0.024 0.1271
```
Forces are in eV/Å.

As for the charge: +3. The energy above the lowest of the compared OMol25 structures with the same formula, charge and spin comes out at 4.9 kcal/mol. Its HOMO energy is -0.5867 Eh.

***

no.,E_tot (a.u.)
1,-2484.7605
2,-2416.6119
3,-2103.6914